(1)
The following is a quantum chemistry calculation of a 2-piece molecular cluster, C4H8O2 overall, from the Open Molecules 2025 dataset.

```
14
Properties=species:S:1:pos:R:3:mulliken_charge:R:1
C 0.850 0.175 -1.425 -0.68
C -0.086 0.317 -0.505 0.10
C -0.949 1.198 0.297 -0.59
C -1.079 -0.328 0.349 -0.02
O -2.143 -0.961 -0.292 -0.51
H 1.121 -0.816 -1.789 0.31
H 1.355 1.036 -1.857 0.26
H -1.719 1.743 -0.248 0.25
H -0.545 1.705 1.171 0.22
H -0.713 -0.807 1.261 0.36
H -2.920 -0.860 0.272 0.32
O 2.368 -0.697 1.297 -0.67
H 2.475 -1.556 0.871 0.33
H 1.984 -0.150 0.598 0.31
```

Values from the calculation:
* energy: -307.60680 hartree
* E_HOMO: -10.1432 eV
* max |F|: 0.0067 hartree/bohr
* 2S+1: 1
* relative energy (zero: lowest compared OMol25 entry of this formula, charge and spin): 277.33 kJ/mol
* gap between HOMO and LUMO: 0.400 hartree



(2)
The following is a quantum chemistry calculation of a 2-piece molecular cluster, C4H8O2 overall, from the Open Molecules 2025 dataset.

```
14
Properties=species:S:1:pos:R:3:mulliken_charge:R:1
C 1.571 -0.718 0.725 -1.00
C 0.421 0.535 0.459 0.54
O 0.920 1.665 -0.141 -0.53
C -0.062 -0.599 -0.194 -1.08
C -2.346 -0.038 -0.613 -0.04
O -1.917 0.804 -1.379 -0.45
H 2.022 -1.207 -0.141 0.30
H 2.320 -0.009 1.095 0.43
H 1.317 -1.426 1.509 0.31
H 0.110 0.755 1.482 0.33
H 0.584 1.664 -1.050 0.39
H 0.239 -0.558 -1.255 0.28
H -2.531 0.176 0.455 0.25
H -2.649 -1.044 -0.951 0.26
```

Values from the calculation:
* energy: -307.51095 hartree
* E_HOMO: -8.8220 eV
* max |F|: 0.0087 hartree/bohr
* 2S+1: 1
* relative energy (zero: lowest compared OMol25 entry of this formula, charge and spin): 528.99 kJ/mol
* gap between HOMO and LUMO: 0.354 hartree



(3)
The following is a quantum chemistry calculation of C4H8O2 as an isolated structure in a non-equilibrium geometry, from the Open Molecules 2025 dataset.

```
14
Properties=species:S:1:pos:R:3:mulliken_charge:R:1
O -0.873 -1.963 -0.030 -0.49
C 0.014 -0.963 -0.408 -0.56
C 0.316 -0.032 0.651 0.26
C 1.661 0.729 0.539 -0.42
O 1.070 1.770 -0.240 -0.38
C -0.118 1.060 -0.269 -0.36
H -1.232 -2.351 -0.833 0.32
H -2.419 -0.126 -0.121 -0.21
H 0.610 -1.223 -1.263 0.39
H -0.146 -0.175 1.627 0.28
H 2.082 1.112 1.462 0.26
H 2.445 0.286 -0.072 0.23
H -2.690 0.539 0.066 0.23
H -0.721 1.337 -1.110 0.45
```

Values from the calculation:
* energy: -307.46998 hartree
* E_HOMO (spin up / spin down): -6.7092 / -6.6887 eV
* max |F|: 0.0242 hartree/bohr
* 2S+1: 1
* relative energy (zero: lowest compared OMol25 entry of this formula, charge and spin): 636.55 kJ/mol
* gap between HOMO and LUMO (spin up / spin down): 0.280 / 0.279 hartree



The highest relative energy (zero: lowest compared OMol25 entry of this formula, charge and spin) belongs to which entry?
number 3



What did the third record say?
The following is a quantum chemistry calculation of C4H8O2 as an isolated structure in a non-equilibrium geometry, from the Open Molecules 2025 dataset.

```
14
Properties=species:S:1:pos:R:3:mulliken_charge:R:1
O -0.873 -1.963 -0.030 -0.49
C 0.014 -0.963 -0.408 -0.56
C 0.316 -0.032 0.651 0.26
C 1.661 0.729 0.539 -0.42
O 1.070 1.770 -0.240 -0.38
C -0.118 1.060 -0.269 -0.36
H -1.232 -2.351 -0.833 0.32
H -2.419 -0.126 -0.121 -0.21
H 0.610 -1.223 -1.263 0.39
H -0.146 -0.175 1.627 0.28
H 2.082 1.112 1.462 0.26
H 2.445 0.286 -0.072 0.23
H -2.690 0.539 0.066 0.23
H -0.721 1.337 -1.110 0.45
```

Values from the calculation:
* energy: -307.46998 hartree
* E_HOMO (spin up / spin down): -6.7092 / -6.6887 eV
* max |F|: 0.0242 hartree/bohr
* 2S+1: 1
* relative energy (zero: lowest compared OMol25 entry of this formula, charge and spin): 636.55 kJ/mol
* gap between HOMO and LUMO (spin up / spin down): 0.280 / 0.279 hartree



Look up the 2S+1 of the first one.
1



Look up the relative energy (zero: lowest compared OMol25 entry of this formula, charge and spin) of the first one.
277.33 kJ/mol